# C3Br2ClFO

A structure of composition C3Br2ClFO in a non-equilibrium geometry (wB97M-V/def2-TZVPD, OMol25).

Computed properties:
Charge: 0
Largest force on an atom: 2.677 eV Å⁻¹
Total energy: -160476.5467 eV
Relative energy (zero: lowest compared OMol25 entry of this formula, charge and spin): 135.9 kcal per mole

Element x y z (Å)
1 C 0.03683 -1.15422 -0.12561
2 C 2.35412 -0.01465 -0.61301
3 C -0.72121 -0.20462 0.68454
4 O -1.38805 -0.64794 1.57729
5 F -0.41518 1.14407 0.83322
6 Cl -0.67542 -1.84006 -1.39389
7 Br 3.16795 -0.99145 0.73654
8 Br 3.02614 1.71651 -0.72113

Löwdin atomic charge list, values in e, 2 entries: -0.5210, -1.0826